[1]
C4H6N2O2 | ωB97M-V/def2-TZVPD

Output
Relative energy (zero: lowest compared OMol25 entry of this formula, charge and spin) ... 3.995 eV
2S+1 ... 1
HOMO-LUMO gap ... 8.69 eV
Charge ... 0

```
14
Properties=species:S:1:pos:R:3:forces:R:3:nbo_charge:R:1
C -1.056771 0.698352 1.142223 -1.383 0.203 1.928 -0.721
C 1.156531 0.033237 -0.229147 -1.361 3.211 1.041 0.593
C 0.474158 -1.614631 -0.573740 0.002 -2.161 0.134 0.450
C -0.427603 0.649928 -0.196770 2.499 -0.872 -0.111 0.250
O 1.733865 0.467492 -1.398524 0.085 -0.335 -0.243 -0.730
N -0.105767 -2.522272 -0.110128 -0.338 1.060 -0.368 -0.629
N -0.941424 1.133401 -1.229251 -0.596 0.112 -0.102 -0.600
O 1.774332 0.056090 0.832633 -0.106 -0.697 -0.562 -0.659
H 2.649207 0.709212 -1.193347 -0.169 -0.199 0.120 0.500
H -0.969830 -2.870965 0.271925 0.295 -0.230 0.052 0.452
H -0.366215 1.033583 -2.067403 0.149 -0.063 0.287 0.365
H -2.022468 0.193005 1.206716 -0.272 0.124 -0.755 0.228
H -1.268272 1.718816 1.471544 -0.064 0.210 -0.605 0.251
H -0.629745 0.314751 2.073268 1.260 -0.364 -0.816 0.250
```
Forces are in eV/Å.

=====

[2]
C2H2N2O3 | ωB97M-V/def2-TZVPD

Output
Relative energy (zero: lowest compared OMol25 entry of this formula, charge and spin) ... 4.704 eV
2S+1 ... 1
SMILES string ... N#COC[N+](=O)[O-]
HOMO-LUMO gap ... 10.74 eV
Charge ... 0

```
9
Properties=species:S:1:pos:R:3:forces:R:3:nbo_charge:R:1
N -3.433882 1.023707 -0.428237 -0.380 0.330 -0.085 -0.387
C -2.432262 0.766712 0.071349 -0.061 -0.123 -0.894 0.537
O -1.365178 0.342884 0.627389 3.535 -0.316 -0.327 -0.485
C -0.029651 0.283801 -0.126750 -0.478 -1.765 1.803 0.004
N 0.731832 1.591666 -0.088486 -2.187 0.936 -1.112 0.513
O 1.893105 1.508403 -0.361423 0.770 -0.302 0.094 -0.342
O 0.086690 2.601162 0.102609 0.384 -0.413 0.240 -0.332
H -0.133323 -0.201993 -1.145993 0.019 1.225 1.112 0.251
H 0.679000 -0.336006 0.522363 -1.602 0.428 -0.831 0.241
```
Forces are in eV/Å.

=====

| no. | highest occupied orbital energy (eV) |
| --- | --- |
| 1 | -8.82 |
| 2 | -11.40 |